A:
Molecular formula: C5H30NO11
Method: DFT, wB97M-V/def2-TZVPD

Results
net charge = -1
E_HOMO = -5.95 eV
Kohn-Sham gap = 8.634 eV

Bonds (Å) are listed after each position.
CARTESIAN COORDINATES (ANGSTROEM)
1 O -1.10394 -2.38620 1.63004  H20 0.962
2 O -0.94292 -4.55166 0.08765  H32 0.951, H41 0.981
3 O 0.40121 3.62043 -0.89467  H19 0.964, H23 0.952
4 O 0.35020 3.37976 2.11179  H33 0.980, H44 0.972
5 O -3.26470 1.22802 -2.48215  H25 0.960, H34 0.970
6 O 0.03795 2.71676 -3.06859  H18 0.958, H42 0.968
7 O 2.62961 -0.12245 2.04590  H22 0.961, H31 0.977
8 O 0.70806 -1.75084 3.21908  H38 0.958, H46 1.160
9 O -1.42020 0.26573 2.06432  C13 1.424, H36 1.064
10 O 2.61029 2.44494 1.17170  H21 0.976, H29 0.963
11 O 2.45726 -1.51722 -1.31552  C15 1.435, H28 0.959
12 N -1.84579 -0.17194 -0.34214  C13 1.454, C17 1.466, H27 1.041
13 C -2.22714 0.46396 0.90845  O9 1.424, N12 1.454, H30 1.139, H47 1.113
14 C 0.14273 -1.81783 -2.14805  C15 1.523, C16 1.545, H26 1.112, H39 1.083
15 C 1.23188 -2.25045 -1.17528  O11 1.435, C14 1.523, H43 1.107, H45 1.099
16 C -0.01452 -0.28183 -2.09732  C14 1.545, C17 1.535, H24 1.109, H35 1.106
17 C -0.50621 0.26289 -0.74945  N12 1.466, C16 1.535, H37 1.095, H40 1.117
18 H -0.73896 2.28227 -3.42316  O6 0.958
19 H 0.47436 3.68573 0.06439  O3 0.964
20 H -1.77323 -2.68685 2.25234  O1 0.962
21 H 2.52873 1.57086 1.59933  O10 0.976
22 H 2.77580 -0.81986 1.40169  O7 0.961
23 H -0.40396 3.57985 -1.40018  O3 0.952
24 H -0.79759 -0.04174 -2.84543  C16 1.109
25 H -2.64380 1.26427 -3.21280  O5 0.960
26 H -0.77496 -2.32532 -1.77701  C14 1.112
27 H -1.91403 -1.20853 -0.40429  N12 1.041
28 H 2.96741 -1.96961 -1.99012  O11 0.959
29 H 2.51426 2.17319 0.25296  O10 0.963
30 H -3.26537 0.09200 1.19177  C13 1.139
31 H 1.93241 -0.42504 2.65920  O7 0.977
32 H -0.92614 -4.61451 -0.86153  O2 0.951
33 H 0.02344 2.45803 2.17705  O4 0.980
34 H -3.07836 0.37221 -2.06417  O5 0.970
35 H 0.86358 0.31183 -2.41386  C16 1.106
36 H -1.05650 -0.73393 2.08608  O9 1.064
37 H -0.46315 1.35344 -0.83978  C17 1.095
38 H 1.03013 -2.52261 3.68614  O8 0.958
39 H 0.30103 -2.09025 -3.18417  C14 1.083
40 H 0.10499 -0.13415 0.09744  C17 1.117
41 H -1.13170 -3.67300 0.48180  O2 0.981
42 H -0.27923 3.25342 -2.32769  O6 0.968
43 H 1.40685 -3.34213 -1.23198  C15 1.107
44 H 1.31668 3.27756 2.09836  O4 0.972
45 H 0.95128 -2.09638 -0.12417  C15 1.099
46 H -0.12650 -2.11874 2.50218  O8 1.160
47 H -2.23885 1.57662 0.92821  C13 1.113

B:
Molecular formula: C5H30NO11
Method: DFT, wB97M-V/def2-TZVPD

Results
net charge = -1
E_HOMO = -6.09 eV
Kohn-Sham gap = 8.727 eV

Bonds (Å) are listed after each position.
CARTESIAN COORDINATES (ANGSTROEM)
1 O -1.40865 2.00648 0.59750  C13 1.496, H36 0.979
2 O -0.40267 -3.24253 1.20962  H28 0.964, H40 0.961
3 O 2.39832 3.60370 -0.72106  H22 0.958, H37 0.966
4 O 1.64316 -1.88368 -2.19791  C14 1.385, H31 1.067
5 O 0.23923 2.67412 -2.26626  H24 0.962, H39 1.007
6 O -1.02634 0.84882 -4.40143  H20 0.957, H45 0.970
7 O 1.45153 0.43039 -2.94678  H23 0.954
8 O -1.62664 -2.52941 -2.26968  H18 0.962, H25 0.964
9 O -0.38125 2.24241 3.02364  H29 0.952, H41 1.000
10 O 1.02426 0.17007 4.09088  H33 0.963, H43 0.986
11 O 2.25257 -2.52752 2.92972  H32 0.973, H46 0.969
12 N 1.38783 -1.20193 0.19111  C14 1.495, C15 1.496, H44 1.005
13 C -2.03241 0.65376 0.46436  O1 1.496, C16 1.538, C17 1.532, H21 1.077
14 C 1.91334 -2.12495 -0.86144  O4 1.385, N12 1.495, H35 1.098, H38 1.102
15 C 0.09302 -0.53108 -0.14165  N12 1.496, C17 1.533, H27 1.096, H30 1.081
16 C -3.22696 0.83027 1.41611  C13 1.538, H26 1.094, H34 1.090, H47 1.088
17 C -0.96154 -0.32727 0.95286  C13 1.532, C15 1.533, H19 1.083, H42 1.091
18 H -1.24690 -1.68240 -2.52046  O8 0.962
19 H -0.53498 0.18914 1.80391  C17 1.083
20 H -1.14737 -0.05736 -4.68279  O6 0.957
21 H -2.34494 0.48490 -0.55191  C13 1.077
22 H 2.61694 2.79638 -1.18863  O3 0.958
23 H 1.86679 0.82156 -3.71162  O7 0.954
24 H 0.03435 2.88125 -3.18295  O5 0.962
25 H -1.45743 -2.46124 -1.32282  O8 0.964
26 H -2.74938 0.93098 2.39497  C16 1.094
27 H 0.38539 0.52383 -0.19417  C15 1.096
28 H 0.15251 -3.37183 1.98717  O2 0.964
29 H -1.20493 2.32180 3.49505  O9 0.952
30 H -0.16409 -0.78773 -1.15957  C15 1.081
31 H 1.72768 -0.85721 -2.47851  O4 1.067
32 H 2.11392 -2.25906 2.00451  O11 0.973
33 H 0.20282 -0.26558 4.34182  O10 0.963
34 H -3.65885 1.81354 1.23251  C16 1.090
35 H 1.55767 -3.11753 -0.55626  C14 1.098
36 H -1.12677 2.28566 -0.29750  O1 0.979
37 H 1.48371 3.37201 -0.51253  O3 0.966
38 H 3.01184 -2.11645 -0.77027  C14 1.102
39 H 0.65653 1.75893 -2.32023  O5 1.007
40 H 0.17028 -2.79036 0.58517  O2 0.961
41 H -0.68297 1.91481 2.12864  O9 1.000
42 H -1.33338 -1.27768 1.33799  C17 1.091
43 H 0.66135 1.04192 3.80806  O10 0.986
44 H 2.02222 -0.45174 0.40336  N12 1.005
45 H -0.18514 0.92084 -3.92385  O6 0.970
46 H 1.86076 -1.74370 3.34409  O11 0.969
47 H -4.02445 0.09066 1.43721  C16 1.088

Most stable structure - B; separation to the second - 0.0487 hartree.